{
  "formula": "C2H7N2OP",
  "method": "the ωB97M-V functional and the def2-TZVPD basis",
  "e_tot_ha": -606.4417,
  "de_lowest_kcal_mol": 70.5,
  "e_homo_ev": -8.0,
  "symbols": ["H", "H", "C", "H", "N", "N", "H", "P", "C", "H", "O", "H", "H"],
  "xyz": [[2.3536, 1.0928, -0.2557], [0.1814, 1.2164, -1.7847], [0.9654, -0.4325, 0.9332], [0.1145, -0.2054, 1.6892], [0.1537, 0.6519, -0.9537], [-2.3776, -0.4361, 0.0555], [0.8683, 1.7037, 0.7255], [-0.3305, -0.9813, -1.0903], [1.1958, 0.8361, 0.0919], [1.9559, -0.7851, 1.3137], [0.6960, -1.4897, 0.0046], [-2.7495, -0.0083, -0.7980], [-3.0271, -1.1623, 0.0688]],
  "atomic_forces_ev_per_a": [[-3.015, -1.109, 0.505], [0.024, 0.129, -0.023], [1.729, 0.483, 0.979], [1.437, -0.986, -1.290], [0.976, -0.781, 0.003], [3.339, 1.039, -1.594], [0.566, -0.621, -0.541], [-2.892, 1.546, -0.082], [0.483, 1.528, -0.039], [-1.113, 0.632, 0.739], [-0.904, -0.132, 0.832], [0.421, 0.697, -0.022], [-1.052, -2.425, 0.532]],
  "mulliken_charge": [0.25, 0.25, -0.37, 0.30, -0.24, -0.72, 0.22, 0.24, -0.33, 0.30, -0.27, 0.19, 0.18]
}

{
  "formula": "C25H28N3O14",
  "method": "the ωB97M-V functional and the def2-TZVPD basis",
  "charge": 1,
  "e_tot_ha": -2186.8298,
  "e_homo_ev": -11.1,
  "symbols": ["H", "H", "H", "C", "H", "C", "C", "N", "O", "H", "C", "O", "H", "O", "H", "O", "H", "H", "C", "H", "C", "H", "C", "O", "C", "H", "H", "O", "H", "O", "C", "C", "H", "N", "C", "C", "O", "H", "H", "C", "O", "C", "C", "O", "H", "C", "O", "C", "C", "H", "C", "H", "H", "H", "C", "H", "N", "H", "H", "H", "H", "C", "O", "C", "O", "H", "O", "C", "C", "C"],
  "xyz": [[-0.3139, 2.9884, 0.8788], [3.0118, -1.2596, 6.1396], [4.9208, -3.4728, -2.4874], [1.6788, -3.3735, 4.7678], [3.3035, -2.4862, -5.5289], [-2.0961, 0.9446, -5.3904], [3.3035, -1.8551, 5.2756], [0.9966, -4.5195, 4.5842], [-5.3924, 4.4015, 3.1760], [0.7360, -4.7720, 3.6493], [-1.4068, 1.4626, -6.6256], [-1.4484, 0.6467, -7.6649], [4.3751, -1.7741, 5.1881], [-3.6385, 6.3212, 3.4903], [-1.1686, 6.0134, 2.5987], [3.1618, -1.4998, 2.8727], [0.9037, -2.4038, -1.0575], [-4.5034, 2.2555, 1.8910], [0.7539, -2.0323, -3.1465], [2.9759, -2.0264, 0.9021], [-1.4722, 2.9565, -4.2184], [0.6888, -5.1068, 5.3346], [-0.8029, 3.4859, -5.4605], [3.4114, -3.2016, -1.1264], [-1.5001, 4.0743, 1.7933], [-0.9008, -0.1556, 3.2916], [1.3041, -0.5529, 0.5167], [-1.4063, 3.7677, -3.1749], [-1.9508, -1.8784, 1.0124], [4.7137, -3.2590, -3.4148], [-2.4669, 2.9448, 1.5625], [-1.6213, -0.8325, 2.8358], [-1.1887, -0.3124, 0.8157], [1.3170, -2.2240, 4.1881], [-1.2037, -1.2112, 1.4271], [2.4652, -1.3451, 4.0767], [0.7739, -1.6928, -5.4420], [0.5804, -2.2371, 3.4868], [1.9939, -2.9494, 1.9842], [-3.8195, 3.0760, 2.0560], [-0.5001, -1.6215, -3.1657], [1.4362, -2.0536, -4.4921], [1.1694, -1.0534, 1.4742], [-2.0477, 1.9619, 0.9705], [2.2378, -0.3015, 4.2599], [-2.0792, 1.7624, -4.1911], [0.0351, -1.9057, 1.3813], [3.4518, -2.8586, -3.4404], [-4.1824, 4.2000, 2.6943], [1.0115, -0.2727, 2.2187], [1.3880, -2.4079, -2.0258], [-0.3076, 3.0409, -7.5334], [-2.5864, -0.3429, 2.8092], [-5.3881, 5.2917, 3.5783], [-3.2191, 5.3400, 2.9141], [-0.7249, -1.4300, -4.0988], [2.7891, -3.2285, 5.5170], [-1.6917, -1.7177, 3.4656], [-1.9386, -0.1460, -7.3781], [-0.9235, 4.5601, -3.4811], [-2.5651, 1.3756, -3.3064], [2.8208, -2.4855, -4.5621], [-0.2899, 4.5855, -5.3865], [2.7663, -2.8460, -2.1006], [-0.2806, 3.8593, 1.3143], [3.4684, -3.9699, 5.3988], [-2.6225, -0.1517, -5.4536], [-1.8552, 5.1962, 2.4297], [2.3630, -1.9449, 1.7845], [-0.8031, 2.6593, -6.6522]],
  "atomic_forces_ev_per_a": [[-0.032, -0.072, -0.077], [0.073, 0.062, 0.098], [0.024, -0.021, 0.078], [-0.161, 0.386, 0.014], [0.025, -0.019, 0.007], [0.032, 0.212, 0.418], [-1.204, 0.430, 0.651], [0.328, 0.281, -0.006], [-0.023, 0.039, 0.028], [-0.498, 0.143, -0.134], [0.076, 0.109, -0.156], [-0.037, -0.031, 0.003], [0.202, -0.325, -0.404], [-0.179, 0.025, 0.084], [0.012, -0.003, -0.022], [0.028, -0.146, -0.002], [-0.049, -0.039, -0.033], [-0.038, 0.028, -0.005], [-0.128, -0.019, 0.203], [0.570, 0.010, 0.043], [-0.125, -0.132, 0.132], [0.406, -0.244, 0.255], [0.061, -0.172, -0.414], [0.221, -0.035, -0.036], [0.080, 0.197, 0.009], [-0.026, 0.211, 0.092], [0.060, 0.175, -0.107], [0.018, 0.037, 0.055], [0.004, -0.183, -0.191], [0.010, -0.017, 0.034], [-0.419, -0.034, 0.107], [0.450, -0.203, -0.055], [0.186, 0.055, -0.241], [0.226, -0.705, -0.119], [-0.632, 0.242, 0.097], [1.157, -0.013, 0.516], [-0.170, 0.098, -0.170], [-0.237, 0.132, 0.072], [-0.070, -0.170, -0.113], [0.101, -0.177, -0.092], [0.031, 0.010, -0.042], [0.330, -0.060, -0.017], [-0.321, -0.127, -0.452], [0.208, -0.054, -0.012], [-0.475, 0.163, -0.183], [-0.074, -0.175, -0.018], [0.164, -0.121, 0.527], [0.033, 0.007, -0.190], [-0.091, -0.181, -0.067], [0.087, 0.070, 0.204], [0.159, -0.042, 0.186], [-0.010, -0.022, -0.021], [-0.163, 0.126, 0.055], [0.001, 0.073, 0.027], [0.421, 0.039, -0.108], [-0.068, 0.009, -0.061], [0.318, 0.034, -0.949], [-0.145, -0.131, 0.089], [-0.027, -0.071, 0.015], [0.045, 0.075, -0.054], [-0.008, 0.021, 0.012], [-0.127, 0.056, -0.122], [0.013, 0.109, 0.170], [-0.460, 0.136, 0.150], [0.040, -0.022, 0.016], [-0.203, -0.261, 0.448], [0.086, -0.188, -0.114], [-0.067, 0.130, 0.101], [-0.093, 0.118, -0.253], [0.073, 0.168, 0.044]],
  "mulliken_charge": [0.32, 0.35, 0.36, 0.19, 0.46, 0.91, -0.88, -0.34, -0.56, 0.23, 0.36, -0.57, 0.40, -0.60, 0.45, -0.46, 0.66, 0.47, 0.26, 0.11, 0.41, 0.24, 1.02, -0.68, 0.29, 0.29, 0.63, -0.57, 0.41, -0.56, 0.99, -1.28, 0.35, 0.12, -0.25, 0.23, -0.57, 0.14, 0.28, -1.10, -0.57, 1.02, -0.37, -0.53, 0.30, -0.99, -0.42, 0.33, 0.42, 0.33, -1.03, 0.44, 0.40, 0.37, 1.00, 0.25, -0.22, 0.35, 0.35, 0.38, 0.52, -1.05, -0.63, 1.13, -0.59, 0.32, -0.66, -0.94, -0.41, -0.97]
}

no.,orbital gap (eV)
1,8.82
2,7.76